No. 1
Formula: C3H4N2O
Source: the OMol25 dataset
Level of theory: the ωB97M-V functional and the def2-TZVPD basis

## Properties
gap between HOMO and LUMO (alpha / beta)	0.285 / 0.284	Ha
net charge	0
LUMO (alpha / beta)	-0.1 / -0.1	eV
energy	-301.3326	hartree
relative energy (zero: lowest compared OMol25 entry of this formula, charge and spin)	97.1	kcal per mole

Cartesian coordinates (Å):
1 N -1.11349 0.03556 -0.06059
2 C -0.67234 -1.22281 -0.07625
3 O 0.54309 -1.46328 -0.24105
4 C 1.21643 0.46205 -0.20878
5 C -0.01415 0.95987 0.33245
6 N 0.03430 2.02514 0.94245
7 H -2.08598 0.26884 0.07610
8 H -1.38821 -2.03747 0.10354
9 H 1.37989 0.58205 -1.28158
10 H 2.10046 0.39006 0.41371

Forces on atoms 1 to 3 (eV/Å):
-0.081 -0.113 0.125
0.083 0.074 -0.073
-0.208 0.307 -0.086



No. 2
Formula: C23H34AuIO2Si2Te2
Source: the OMol25 dataset
Level of theory: the ωB97M-V functional and the def2-TZVPD basis

## Properties
gap between HOMO and LUMO	0.260	Ha
net charge	0
LUMO	-0.8	eV
energy	-2595.7221	hartree
relative energy (zero: lowest compared OMol25 entry of this formula, charge and spin)	0.0	kcal per mole

Cartesian coordinates (Å):
1 Au -2.29135 0.15237 0.17133
2 C 2.56867 0.95661 -0.92321
3 Te 0.84493 1.97741 -1.70417
4 C 2.20592 3.61499 -1.93585
5 C 3.60298 3.05299 -1.81878
6 C 4.71792 3.81559 -2.16287
7 C 5.99434 3.29206 -2.04542
8 C 6.17087 1.99118 -1.58598
9 C 5.06810 1.22823 -1.24023
10 C 3.78053 1.75399 -1.34931
11 H 2.61276 -0.06996 -1.28528
12 H 2.50578 0.93645 0.16499
13 H 2.01100 4.36019 -1.16595
14 H 2.04626 4.08459 -2.90459
15 H 4.57895 4.82650 -2.52924
16 H 6.85183 3.89400 -2.31740
17 H 7.16607 1.57397 -1.50143
18 H 5.20063 0.21220 -0.88395
19 C -1.09395 -2.24594 3.66861
20 Si 0.16371 -0.97828 3.16773
21 C 1.60794 -1.00400 4.33809
22 C -0.58716 0.71733 3.13531
23 C 0.91728 -1.42292 1.50244
24 Te -0.26805 -1.39710 -0.26949
25 C -1.09204 -3.34444 0.08416
26 Si -0.34793 -4.62894 -1.08544
27 C 1.50758 -4.51151 -0.99443
28 C -0.87126 -6.32610 -0.54838
29 C -0.99001 -4.21600 -2.77484
30 H -1.45151 -2.03603 4.68086
31 H -0.66633 -3.25324 3.67432
32 H -1.96207 -2.24534 3.00279
33 H 1.29651 -0.76883 5.35986
34 H 2.36628 -0.27362 4.04285
35 H 2.08021 -1.99050 4.35199
36 H -0.93483 1.00319 4.13243
37 H -1.45064 0.76235 2.46311
38 H 0.13147 1.46958 2.79649
39 H 1.33094 -2.43673 1.52068
40 H 1.75907 -0.75064 1.31795
41 H -2.16743 -3.26048 -0.07573
42 H -0.91434 -3.56205 1.13863
43 H 1.86225 -4.77311 0.00742
44 H 1.87497 -3.51007 -1.23355
45 H 1.97167 -5.20559 -1.70038
46 H -0.51224 -6.55031 0.45952
47 H -0.45719 -7.07912 -1.22600
48 H -1.95908 -6.43556 -0.55475
49 H -0.83756 -3.15983 -3.01558
50 H -2.06519 -4.41057 -2.82444
51 H -0.50816 -4.80557 -3.55870
52 I -5.76531 6.65668 1.61930
53 C -5.11715 5.04030 0.47304
54 C -5.89158 4.60183 -0.59208
55 C -5.43901 3.54170 -1.36572
56 C -4.23116 2.91703 -1.08413
57 C -3.47351 3.37181 -0.00932
58 C -3.91165 4.42854 0.78104
59 C -3.76429 1.77607 -1.98255
60 O -4.47814 1.43802 -2.91067
61 O -2.61309 1.25958 -1.68606
62 H -6.83249 5.08404 -0.81966
63 H -6.01850 3.17997 -2.20487
64 H -2.51659 2.90651 0.20012
65 H -3.31664 4.77454 1.61539

Forces on atoms 1 to 3 (eV/Å):
0.364 0.153 -0.831
0.151 0.058 0.025
0.048 -0.083 0.005



No. 3
Formula: C5H13NO2
Source: the OMol25 dataset
Level of theory: the ωB97M-V functional and the def2-TZVPD basis

## Properties
gap between HOMO and LUMO	0.359	Ha
net charge	0
LUMO	0.7	eV
energy	-403.5420	hartree
relative energy (zero: lowest compared OMol25 entry of this formula, charge and spin)	21.7	kcal per mole

Cartesian coordinates (Å):
1 C 1.53755 -1.82348 1.43109
2 C 2.33345 -0.83246 0.60971
3 C 1.62119 -0.23450 -0.57013
4 O 1.82987 0.86249 -1.02707
5 O 0.77317 -1.11824 -1.11501
6 H 1.48116 -2.79293 0.96514
7 H 0.48441 -1.59869 1.57238
8 H 1.98220 -2.05339 2.39867
9 H 2.83187 -0.07577 1.21279
10 H 3.14597 -1.34477 0.08931
11 H 0.51115 -0.93197 -2.02410
12 C -2.56397 1.52524 1.29356
13 C -2.05748 0.61296 0.17669
14 N -2.76071 0.84090 -1.09634
15 H -3.64805 1.59501 1.39059
16 H -2.18142 2.53621 1.12634
17 H -2.11799 1.22589 2.23443
18 H -0.98578 0.77754 0.10396
19 H -2.26182 -0.38654 0.49650
20 H -2.09381 1.03155 -1.82894
21 H -3.44126 1.58082 -0.98095

Forces on atoms 1 to 3 (eV/Å):
-0.307 -0.878 0.320
0.241 -0.087 -0.133
0.136 0.918 -0.128